No. 1
A cluster of 2 separate species, C4H11NO in total at a distorted geometry. Source: the OMol25 dataset; level of theory: the ωB97M-V functional and the def2-TZVPD basis.

Each line ends with the Löwdin charge.
Element x y z (Å)
C: -1.7053 0.9271 1.5545  -0.110
C: -0.5198 0.5152 0.7283  -0.200
C: -0.4694 0.4949 -0.6033  -0.133
C: 0.6383 0.2595 -1.5686  -0.279
N: 1.9471 0.0253 -0.9512  -0.015
H: -1.4640 1.7646 2.2323  0.077
H: -2.4841 1.4569 1.0172  0.069
H: -2.0068 0.1024 2.1683  0.062
H: 0.3560 0.2592 1.3274  0.096
H: -1.4675 0.7651 -1.0022  0.111
H: 0.3860 -0.6082 -2.1610  0.100
H: 0.6975 1.1183 -2.2342  0.104
H: 2.0460 -0.9289 -0.6220  0.024
H: 2.1022 0.5516 -0.0990  0.058
O: 0.9861 -2.2729 0.1399  -0.052
H: 0.5821 -2.5001 -0.7081  0.061
H: 0.3755 -1.9300 0.7818  0.026

Orbital gap   9.7 eV
SMILES string   C/C=C/CN.O
LUMO   0.82 eV
DFT total energy   -7862.80314 eV
E_HOMO   -0.326 hartree

No. 2
A cluster of 10 separate species, C4H25NO11S in total at a distorted geometry. Source: the OMol25 dataset; level of theory: the ωB97M-V functional and the def2-TZVPD basis.

Each line ends with the Löwdin charge.
Element x y z (Å)
O: 1.6103 0.8306 -1.9848  0.073
C: 1.1762 0.8895 -0.8686  -0.286
N: 0.1126 0.0142 -0.5570  0.167
C: -0.7996 0.0753 0.5179  -0.420
O: -1.9571 -0.2129 0.2164  0.041
C: -0.4743 0.3124 1.9529  -0.167
C: -0.7756 -0.9615 2.7988  -0.538
S: 0.5776 -1.4473 3.9041  0.734
H: 1.4271 1.6411 -0.1117  0.099
H: -0.4554 -0.3537 -1.3150  0.139
H: -1.1410 1.1001 2.2883  0.107
H: 0.5309 0.6722 2.1621  0.090
H: -1.2033 -1.7392 2.1871  0.068
H: -1.5972 -0.7316 3.4721  0.067
H: 1.5569 -1.5497 2.9954  -0.149
O: -1.4962 3.1854 1.0597  -0.038
H: -1.9324 3.7029 1.7578  0.084
H: -2.0920 3.2585 0.3043  0.041
O: -2.4063 -1.9059 -1.8907  -0.059
H: -3.2109 -2.4294 -1.9605  0.064
H: -2.4764 -1.2509 -1.1709  0.001
O: 1.2362 2.9827 1.4959  -0.075
H: 1.2767 3.9196 1.7128  0.059
H: 0.3168 2.8550 1.1866  -0.004
O: -3.6373 -0.0184 -3.6203  -0.077
H: -2.8856 0.4295 -4.0256  0.040
H: -3.1612 -0.5814 -2.9718  -0.014
O: -3.1741 2.3305 -1.5213  -0.051
H: -3.8744 1.6998 -1.7295  0.039
H: -2.4159 1.7842 -1.2940  0.005
O: 0.9776 -3.7803 0.8032  -0.068
H: 1.3423 -3.4081 -0.0238  -0.003
H: 0.6746 -2.8886 1.0459  -0.002
O: 1.4552 -3.3317 -2.1277  -0.055
H: 1.7340 -2.4245 -1.9544  0.007
H: 2.1788 -3.9573 -2.0722  0.045
O: 3.5568 -1.3315 -1.0817  -0.044
H: 3.3537 -0.9515 -0.2238  0.026
H: 4.4458 -1.6571 -1.2403  0.054
O: 3.8937 1.4370 0.8893  -0.058
H: 4.3777 1.5524 0.0635  0.045
H: 3.3549 2.2394 0.9318  0.011

Orbital gap   9.4 eV
SMILES string   O=CNC(=O)CCS.O.O.O.O.O.O.O.O.O
LUMO   -0.08 eV
DFT total energy   -39401.73542 eV
E_HOMO   -0.349 hartree

No. 3
A structure of composition C29H45BO2P2Pb at a distorted geometry. Source: the OMol25 dataset; level of theory: the ωB97M-V functional and the def2-TZVPD basis.

Each line ends with the Löwdin charge.
Element x y z (Å)
Pb: 1.3944 3.5903 -0.8896  1.386
C: 0.3585 -0.8520 2.9512  -0.215
C: -0.5509 0.2247 3.0303  -0.184
C: -1.6104 -1.4661 1.9380  -0.191
C: -0.2940 -1.8934 2.2571  -0.178
C: -1.7707 -0.1542 2.4168  -0.214
C: 1.7461 -0.8646 3.4800  -0.047
H: 2.2410 0.0789 3.2637  0.064
H: 2.2976 -1.6711 3.0167  0.064
H: 1.7698 -1.0084 4.5589  0.090
C: 0.2639 -3.2176 1.9183  -0.014
H: 1.1765 -3.4045 2.4778  0.076
H: 0.5101 -3.2929 0.8560  0.076
H: -0.4328 -4.0318 2.1339  0.091
C: -2.6434 -2.2871 1.2669  -0.012
H: -2.5725 -3.3351 1.5732  0.089
H: -2.5369 -2.2622 0.1787  0.061
H: -3.6364 -1.9212 1.5091  0.082
C: -3.0169 0.6579 2.3831  -0.043
H: -3.5744 0.5158 3.3112  0.095
H: -3.6482 0.3415 1.5598  0.068
H: -2.8072 1.7213 2.2852  0.064
C: -0.3216 1.4988 3.7626  -0.021
H: -0.7064 1.4840 4.7965  0.109
H: -0.8172 2.3400 3.2586  0.071
H: 0.7480 1.7279 3.8297  0.072
C: 3.6496 3.4292 -4.1735  -0.136
C: 4.1393 3.6872 -2.9400  -0.154
C: 4.0532 5.0059 -2.2593  -0.187
C: 2.8081 5.8258 -2.6071  -0.166
C: 1.5757 4.9417 -2.6794  -0.408
C: 0.9832 4.6486 -3.9015  -0.071
C: 1.7006 4.5847 -5.1928  -0.152
C: 3.2185 4.4277 -5.1597  -0.160
H: 4.9688 5.5718 -2.4978  0.148
H: 2.9714 6.4225 -3.5176  0.130
H: 4.1081 4.8858 -1.1628  0.115
H: 3.7154 5.3859 -4.9906  0.121
H: 3.7485 2.4274 -4.5798  0.094
H: 4.8660 2.9929 -2.4955  0.112
H: 3.5566 4.0607 -6.1453  0.145
H: 1.2898 3.8064 -5.8735  0.133
H: -0.1026 4.6214 -4.0023  0.113
H: 1.4786 5.5201 -5.7669  0.160
H: 2.6634 6.5452 -1.7815  0.138
H: 0.9172 5.1753 -1.8087  -0.021
P: 2.6847 0.4561 -2.2466  0.956
C: 4.0101 -0.1127 -3.3805  -0.244
C: 3.5758 1.6166 -1.0952  -0.352
P: -0.1150 1.5896 -3.0898  0.994
C: 1.7543 1.6580 -3.3093  -0.532
C: -1.0279 3.0023 -2.2724  -0.245
C: -1.0248 1.2856 -4.6276  -0.146
H: 3.9990 -1.2249 -3.3956  0.056
H: 4.9496 0.2387 -2.9572  0.043
H: 3.8338 0.2731 -4.3998  0.041
H: 3.3966 2.7017 -1.1889  -0.101
H: 4.6444 1.5871 -1.3089  0.049
H: 3.4011 1.2870 -0.0795  0.042
H: -0.4707 1.4295 -5.5762  0.085
H: -1.8945 1.9614 -4.5871  0.080
H: -1.3700 0.2370 -4.5129  0.074
H: 2.0599 1.6131 -4.3864  0.076
H: 2.0091 2.7019 -3.0349  -0.068
H: -1.8660 2.5194 -1.7225  0.101
H: -1.3985 3.6082 -3.0772  0.040
H: -0.6736 3.8418 -1.6238  -0.021
O: 0.3837 -0.9226 -1.9337  0.009
B: -0.7337 -0.0204 -2.1905  -0.486
O: -1.9526 -0.6437 -1.8028  0.170
C: -1.5834 -1.9540 -2.0876  -0.228
C: -2.3555 -2.8659 -2.7871  0.017
C: -1.7911 -4.0856 -3.1714  -0.056
C: -0.4913 -4.4028 -2.7964  -0.053
C: 0.3401 -3.4236 -2.2314  0.014
C: -0.1890 -2.1543 -1.9977  -0.209
H: -3.3566 -2.5818 -3.0957  0.133
H: -2.3933 -4.8007 -3.7225  0.118
H: -0.1203 -5.4238 -2.9691  0.126
H: 1.3489 -3.6778 -1.9245  0.123

Orbital gap (spin up / spin down)   3.5 / 3.2 eV
LUMO (spin up / spin down)   -7.50 / -7.70 eV
DFT total energy   -59377.37554 eV
E_HOMO (spin up / spin down)   -0.403 / -0.399 hartree
Total charge   +2

No. 4
A cluster of 2 separate species, C3H6O2 in total. Source: the OMol25 dataset; level of theory: the ωB97M-V functional and the def2-TZVPD basis.

Each line ends with the Löwdin charge.
Element x y z (Å)
C: 0.6839 -0.8949 -0.0103  -0.078
C: -0.1527 -0.2260 1.0561  -0.207
O: -0.5460 1.0430 0.5398  -0.089
C: 0.3559 1.3435 -0.4559  -0.179
O: 0.9402 0.0574 -0.8550  -0.060
H: -1.2574 -2.0271 -1.1656  0.072
H: -0.5538 -2.1284 -0.9559  0.016
H: -1.0391 -0.7877 1.3650  0.123
H: 0.5169 -0.1248 1.9274  0.128
H: -0.1443 1.7768 -1.3236  0.138
H: 1.1964 1.9683 -0.1220  0.137

Orbital gap   9.9 eV
LUMO   0.84 eV
DFT total energy   -7299.15921 eV
E_HOMO   -0.333 hartree

No. 5
A cluster of 3 separate species, C5H4N2O in total at a distorted geometry. Source: the OMol25 dataset; level of theory: the ωB97M-V functional and the def2-TZVPD basis.

Each line ends with the Löwdin charge.
Element x y z (Å)
C: 1.0897 0.2176 0.3955  -0.471
C: -0.3644 -0.3788 0.4873  0.011
C: -1.3103 -0.0178 -0.6410  -0.130
C: -2.6727 -0.2769 -0.4620  -0.287
C: 2.0024 -0.6745 -0.1393  -0.171
H: 1.8237 1.9879 -0.0620  0.188
H: 1.2767 0.4589 1.4093  0.115
H: -0.7530 -0.6648 2.0241  0.265
H: -0.8269 0.2321 -2.0573  0.265
N: -3.7614 -0.6314 0.0077  0.135
N: 2.5311 -1.6758 -0.5551  0.183
O: 0.9653 1.4236 -0.4072  -0.103

Orbital gap   8.9 eV
LUMO   -1.10 eV
DFT total energy   -10269.36854 eV
E_HOMO   -0.367 hartree

No. 6
A cluster of 2 separate species, F2O2S in total at a distorted geometry. Source: the OMol25 dataset; level of theory: the ωB97M-V functional and the def2-TZVPD basis.

Each line ends with the Löwdin charge.
Element x y z (Å)
O: 0.9433 0.2371 -1.6193  -0.303
O: 1.0396 1.1562 0.6591  -0.290
F: 0.9610 -1.4019 0.3665  -0.289
F: -3.4894 -0.1625 0.8165  0.004
S: 0.5455 0.1711 -0.2228  0.879

Orbital gap (spin up / spin down)   7.2 / 9.2 eV
LUMO (spin up / spin down)   -4.58 / -3.85 eV
DFT total energy   -20359.86354 eV
E_HOMO (spin up / spin down)   -0.434 / -0.479 hartree

No. 7
A cluster of 2 separate species, C2H10N4O in total at a distorted geometry. Source: the OMol25 dataset; level of theory: the ωB97M-V functional and the def2-TZVPD basis.

Each line ends with the Löwdin charge.
Element x y z (Å)
N: 2.0520 -0.8796 0.3377  0.086
C: 1.9167 0.4858 0.2857  -0.341
N: 1.4661 1.2076 -0.6645  -0.107
N: 1.3089 0.6468 -1.9318  -0.015
H: 1.5641 -1.3890 -0.3902  0.066
H: 1.9480 -1.2909 1.2522  0.085
H: 2.1316 1.0158 1.2028  0.107
H: 0.8545 1.3290 -2.5264  0.068
H: 0.8069 -0.2419 -1.9243  0.047
C: -2.1522 0.0322 1.2319  -0.128
N: -0.9468 -0.0796 0.4522  -0.189
O: -1.0915 -1.0107 -0.6132  -0.114
H: -2.3627 -0.9368 1.6908  0.081
H: -3.0373 0.3367 0.6483  0.075
H: -1.9736 0.7624 2.0193  0.082
H: -0.5762 0.8371 0.0328  0.113
H: -1.9086 -0.8250 -1.1032  0.085

Orbital gap   8.8 eV
SMILES string   N/C=N\N.CNO
LUMO   0.78 eV
DFT total energy   -10241.12774 eV
E_HOMO   -0.293 hartree

No. 8
The molecule C2H4Br2 at a distorted geometry. Source: the OMol25 dataset; level of theory: the ωB97M-V functional and the def2-TZVPD basis.

Each line ends with the Löwdin charge.
Element x y z (Å)
Br: 2.9017 2.0815 1.2745  0.671
C: 1.9320 3.7781 1.7009  -0.557
C: 3.2204 4.6340 1.9141  -0.792
Br: 2.7093 6.4720 2.1438  0.688
H: 1.2812 4.0456 2.2873  -0.055
H: 1.6776 4.5906 0.9236  0.070
H: 3.7020 4.8017 1.0334  -0.019
H: 3.9953 4.0478 2.2420  -0.006

Orbital gap   10.7 eV
SMILES string   BrCCBr
LUMO   0.41 eV
DFT total energy   -142220.52920 eV
E_HOMO   -0.380 hartree